Arrangement 1

DFT (ωB97M-V/def2-TZVPD) results for a 2-piece molecular cluster, C9H14 overall.

Last column: Mulliken charge in e.
Atoms and positions in Å:
C  0.1983  1.5463  -1.0811  -1.68
C  -1.6546  -0.2993  1.6429  -0.42
C  -1.4434  0.2841  0.3797  -0.33
C  -0.8480  0.1146  2.6809  -0.41
C  -0.4014  1.2008  0.2541  0.82
C  0.0626  1.1690  2.6105  -0.54
C  0.3274  1.7123  1.3617  -0.54
H  -2.3712  -1.1045  1.7411  0.39
H  -2.1176  0.0092  -0.4157  0.37
H  -1.0389  -0.3907  3.6215  0.34
H  0.5599  1.5148  3.4943  0.39
H  0.1441  2.6426  -1.1465  0.50
H  -0.2549  1.1087  -1.9586  0.34
H  1.0540  2.4840  1.1689  0.40
H  1.3027  1.4573  -1.0486  0.35
C  0.8527  -1.4539  -2.4161  -0.74
C  0.8463  -1.8958  -0.9568  -0.49
H  0.5169  -2.3362  -2.9691  0.33
H  0.0285  -0.7487  -2.4894  0.10
H  1.7806  -1.0764  -2.8170  0.29
H  -0.0172  -2.5529  -0.7862  0.24
H  1.7979  -2.3056  -0.6051  0.34
H  0.6753  -1.0797  -0.2653  -0.05

The multiplicity is 1. Its SMILES is Cc1ccccc1.CC. For the frontier orbital gap, the calculation gives 9.831 eV.

---

Arrangement 2

DFT (ωB97M-V/def2-TZVPD) results for a 2-piece molecular cluster, C9H14 overall.

Last column: Mulliken charge in e.
Atoms and positions in Å:
C  -1.0216  -0.8138  -3.0408  -0.60
C  0.4608  -0.6341  -3.4129  -0.68
H  -1.5445  -1.5398  -3.7115  0.34
H  -1.1378  -0.8553  -1.9066  0.09
H  -1.5592  0.1856  -3.3658  0.17
H  1.1928  -0.5303  -2.5613  0.21
H  0.7436  -1.7348  -3.7475  0.24
H  0.6704  0.0645  -4.2025  0.24
C  -1.0838  -0.6777  3.0508  -1.42
C  -0.3336  1.0512  -0.3620  -0.31
C  1.0684  1.2673  -0.1243  -0.83
C  -1.0409  0.3823  0.7494  -0.58
C  -0.3914  -0.1863  1.8313  0.98
C  1.7318  0.4565  0.7583  -0.27
C  1.0159  -0.1637  1.8097  -0.37
H  -0.9151  1.3673  -1.2241  0.64
H  1.6957  1.8199  -0.9302  0.29
H  -2.0118  0.0275  0.5616  0.33
H  2.8454  0.4717  0.8367  0.32
H  -2.0790  -1.0501  2.7979  0.34
H  -1.3638  0.0136  3.8173  0.31
H  1.5881  -0.8132  2.5499  0.22
H  -0.5586  -1.5158  3.5299  0.33

The multiplicity is 1. Its SMILES is Cc1ccccc1.CC. For the frontier orbital gap, the calculation gives 10.002 eV.

---

Arrangement 3

DFT (ωB97M-V/def2-TZVPD) results for a 2-piece molecular cluster, C9H14 overall.

Last column: Mulliken charge in e.
Atoms and positions in Å:
C  1.2366  0.8066  2.2179  -1.29
C  0.7266  0.3013  -0.2592  -0.16
C  1.1599  -0.1109  1.0166  0.42
C  0.7521  -0.5519  -1.3757  -0.66
C  1.5965  -1.4378  1.1956  -0.21
C  1.2078  -1.8593  -1.1345  -0.11
C  1.6287  -2.3115  0.1018  -0.59
H  0.4421  1.3168  -0.2828  0.50
H  0.4123  -0.2153  -2.3908  0.34
H  1.2145  0.3980  3.2414  0.35
H  0.1947  1.3570  2.4139  0.24
H  1.9395  -1.7604  2.1893  0.31
H  1.1573  -2.5983  -1.9813  0.26
H  1.9901  -3.3697  0.2224  0.30
H  1.9428  1.6337  2.2252  0.29
C  -2.5235  1.7449  -0.7865  -0.47
C  -3.9892  2.0521  -1.0023  -1.09
H  -2.4807  1.4685  0.2801  0.21
H  -2.2871  0.9901  -1.6088  0.17
H  -1.8662  2.5797  -1.0603  0.28
H  -4.3059  2.1188  -2.0944  0.28
H  -4.4071  2.9278  -0.5086  0.33
H  -4.7195  1.3524  -0.4880  0.29

The multiplicity is 1. Its SMILES is Cc1ccccc1.CC. For the frontier orbital gap, the calculation gives 9.980 eV.

---

Arrangement 4

DFT (ωB97M-V/def2-TZVPD) results for a 2-piece molecular cluster, C9H14 overall.

Last column: Mulliken charge in e.
Atoms and positions in Å:
C  -1.9765  1.9628  -0.1697  -1.40
C  0.1045  0.5523  -0.0092  -0.06
C  -0.4794  1.8333  -0.0654  0.65
C  1.4501  0.4698  0.2782  -0.14
C  0.3408  2.9495  0.0386  -0.48
C  2.2717  1.5871  0.3920  -0.57
C  1.7133  2.8497  0.2170  -0.49
H  -0.6029  -0.2543  -0.0970  0.15
H  1.9334  -0.4893  0.4531  0.26
H  -2.4147  1.3152  0.5860  0.33
H  -2.3297  1.5665  -1.1204  0.31
H  -0.1170  3.9226  -0.0397  0.31
H  3.3012  1.4199  0.6646  0.38
H  2.3504  3.7157  0.1388  0.37
H  -2.3810  2.9542  -0.0112  0.37
C  0.3290  -3.4750  0.0311  -0.73
C  -1.1079  -3.1184  -0.3299  -0.72
H  1.0424  -2.7232  -0.2967  0.14
H  0.4625  -3.5592  1.1040  0.27
H  0.6030  -4.4311  -0.4119  0.32
H  -1.2074  -2.0752  -0.6061  0.15
H  -1.8081  -3.3276  0.4725  0.25
H  -1.4776  -3.6453  -1.2185  0.31

The multiplicity is 1. Its SMILES is Cc1ccccc1.CC. For the frontier orbital gap, the calculation gives 9.996 eV.

---

Most stable: arrangement 4

---

Arrangement 1

DFT (ωB97M-V/def2-TZVPD) results for C9H14 as an isolated structure.

Last column: Mulliken charge in e.
Atoms and positions in Å:
C  2.8769  0.0509  -0.0795  -1.17
C  1.6578  -0.7680  0.1397  -0.62
C  0.3651  -0.0549  0.2310  0.56
C  -0.0215  0.7913  -0.9486  -0.89
C  -1.2948  1.1793  -0.1498  -0.36
C  -0.2313  1.1339  1.0588  -0.74
C  -1.8641  -0.1996  0.0419  0.33
C  -3.1864  -0.4623  -0.0466  -1.15
C  -0.7236  -1.1134  0.1730  -0.49
H  2.9783  0.8347  0.7457  0.26
H  2.6713  0.4913  -1.0690  0.31
H  3.7646  -0.6530  -0.3235  0.35
H  1.7539  -1.6092  0.9141  0.38
H  1.4400  -1.5647  -0.7902  0.21
H  -0.2459  0.3148  -1.8330  0.32
H  0.6598  1.7492  -1.0436  0.38
H  -1.8530  2.0705  -0.4269  0.50
H  0.5451  2.0151  1.3225  0.33
H  -0.5081  0.6394  2.0665  0.29
H  -4.0438  0.0792  -0.3850  0.35
H  -3.4015  -1.5113  -0.0311  0.27
H  -0.9725  -1.5960  1.1962  0.28
H  -0.3664  -1.8171  -0.7626  0.30

The multiplicity is 1. For the frontier orbital gap, the calculation gives 9.821 eV.

---

Arrangement 2

DFT (ωB97M-V/def2-TZVPD) results for a 2-piece molecular cluster, C9H14 overall.

Last column: Mulliken charge in e.
Atoms and positions in Å:
C  -1.7018  -0.2803  -2.2729  -0.91
C  -2.3546  -0.9236  -1.0700  -0.54
H  -2.4104  0.1770  -2.9681  0.34
H  -0.8023  0.2172  -1.9275  0.22
H  -1.3476  -1.0225  -3.0285  0.30
H  -2.8363  -0.1886  -0.4245  0.21
H  -1.6257  -1.5866  -0.5577  0.04
H  -3.1948  -1.6071  -1.3381  0.38
C  -0.1763  2.1368  0.8576  -1.47
C  2.2383  -1.3796  0.9166  -0.53
C  2.8357  -0.1367  0.8228  -0.19
C  0.8572  -1.4841  1.0126  -0.33
C  2.1351  1.0653  0.8335  -0.71
C  0.0997  -0.3061  1.0245  -0.62
C  0.7547  0.9509  0.8967  0.95
H  2.8200  -2.3114  0.6937  0.28
H  3.9124  -0.2487  0.7823  0.32
H  0.3330  -2.4609  0.9474  0.31
H  2.6533  2.0302  0.7832  0.35
H  -0.9455  -0.2989  1.2098  0.63
H  -1.0808  2.1212  0.2417  0.26
H  0.3254  3.1396  0.7086  0.34
H  -0.4888  2.3968  1.8563  0.38

The multiplicity is 1. Its SMILES is Cc1ccccc1.CC. For the frontier orbital gap, the calculation gives 10.014 eV.

---

Arrangement 3

DFT (ωB97M-V/def2-TZVPD) results for a 2-piece molecular cluster, C9H14 overall.

Last column: Mulliken charge in e.
Atoms and positions in Å:
C  -0.7877  1.9083  -0.9901  -1.56
C  1.5377  -1.0293  -0.9611  -0.24
C  0.7623  -2.0434  -1.5032  -0.62
C  1.0559  0.2514  -0.9555  -0.65
C  -0.3482  0.4740  -1.1476  1.21
C  -0.6008  -1.8373  -1.5811  -0.27
C  -1.2004  -0.5715  -1.4402  -0.78
H  2.5463  -1.2335  -0.6026  0.42
H  1.2874  -2.9499  -1.7246  0.38
H  1.6104  1.1099  -0.6184  0.36
H  -1.0840  -2.7064  -2.0589  0.32
H  -1.8386  2.0678  -1.1305  0.38
H  -0.3873  2.4443  -1.8738  0.38
H  -2.2419  -0.4110  -1.5764  0.42
H  -0.3217  2.4022  -0.1467  0.25
C  -0.1621  1.0217  2.4796  -0.97
C  0.1522  -0.4207  2.1006  -0.57
H  0.4583  1.8175  2.0218  0.24
H  -1.2364  1.2235  2.4113  0.27
H  0.1850  1.1495  3.5048  0.33
H  -0.7321  -0.8392  1.5647  0.16
H  1.0353  -0.5582  1.4599  0.12
H  0.3103  -1.2699  2.7679  0.44

The multiplicity is 1. Its SMILES is Cc1ccccc1.CC. For the frontier orbital gap, the calculation gives 9.866 eV.

---

Arrangement 4

DFT (ωB97M-V/def2-TZVPD) results for a 2-piece molecular cluster, C9H14 overall.

Last column: Mulliken charge in e.
Atoms and positions in Å:
C  -0.6874  -1.5248  -1.5146  -1.42
C  1.1251  -0.9711  0.1461  -0.40
C  -0.1644  -1.4879  -0.0747  0.84
C  1.5393  -0.9021  1.4734  -0.60
C  -0.8537  -2.1110  0.9504  -0.41
C  0.8149  -1.4799  2.5070  -0.45
C  -0.4480  -2.0188  2.2780  -0.43
H  1.5745  -0.4788  -0.7029  0.40
H  2.5723  -0.6573  1.7055  0.35
H  -1.3146  -0.6808  -1.7825  0.27
H  -1.2140  -2.4603  -1.6556  0.43
H  -1.7885  -2.6525  0.8292  0.34
H  1.2870  -1.4048  3.4771  0.34
H  -1.0851  -2.3229  3.0924  0.39
H  0.1912  -1.4664  -2.1489  0.34
C  -0.0342  2.1789  -0.7110  -0.50
C  -0.3672  3.4545  -1.4672  -1.06
H  -0.8715  1.4939  -0.5864  0.22
H  0.7618  1.6090  -1.1883  0.15
H  0.3188  2.4624  0.2819  0.29
H  -0.5630  3.3388  -2.5318  0.32
H  0.4570  4.1608  -1.3524  0.29
H  -1.2503  3.9212  -1.0246  0.30

The multiplicity is 1. Its SMILES is Cc1ccccc1.CC. For the frontier orbital gap, the calculation gives 10.027 eV.

---

Most stable: arrangement 4

---

Arrangement 1

DFT (ωB97M-V/def2-TZVPD) results for a 2-piece molecular cluster, C9H14 overall.

Last column: Mulliken charge in e.
Atoms and positions in Å:
C  1.8846  1.8438  -0.4075  -1.17
C  1.2804  -1.4031  -3.2139  -0.60
C  0.2775  -0.4981  -2.9244  -0.28
C  2.5536  -1.1121  -2.6734  -0.29
C  0.3956  0.5003  -1.9296  -0.63
C  2.7258  -0.0880  -1.7941  -0.50
C  1.6629  0.6626  -1.3477  1.00
H  1.0934  -2.4095  -3.5589  0.37
H  -0.6913  -0.5197  -3.4056  0.34
H  3.4172  -1.6133  -3.1663  0.30
H  -0.5256  0.8769  -1.5543  0.36
H  3.7413  0.1709  -1.4724  0.27
H  1.0916  1.6606  0.3306  0.22
H  1.8789  2.8756  -0.7975  0.29
H  2.8831  1.8474  0.0248  0.33
C  -2.5240  0.1978  3.9315  -0.66
C  -3.3124  -0.8000  3.0648  -0.81
H  -2.2135  -0.3530  4.8227  0.24
H  -1.7503  0.6651  3.3562  0.21
H  -3.1759  1.0132  4.3149  0.23
H  -3.3230  -1.8654  3.4337  0.25
H  -2.9616  -0.8495  2.0208  0.23
H  -4.4083  -0.8022  2.9455  0.30

The multiplicity is 1. Its SMILES is Cc1ccccc1.CC. For the frontier orbital gap, the calculation gives 9.703 eV.

---

Arrangement 2

DFT (ωB97M-V/def2-TZVPD) results for a 2-piece molecular cluster, C9H14 overall.

Last column: Mulliken charge in e.
Atoms and positions in Å:
C  2.2518  -0.8197  1.2109  -0.60
C  2.5907  0.6363  0.9530  -0.92
H  3.0056  -1.3424  1.8058  0.40
H  1.3441  -0.9270  1.8006  0.19
H  2.1228  -1.3645  0.2808  0.10
H  2.2588  0.9688  -0.0186  0.26
H  2.1394  1.3717  1.6209  0.27
H  3.6572  0.8437  0.9950  0.32
C  -2.3941  1.8900  0.0216  -1.50
C  -0.2136  -1.6183  -1.1281  -0.49
C  -0.8208  -1.5518  0.1333  -0.61
C  -0.3747  -0.5969  -2.0320  -0.58
C  -1.4956  -0.4271  0.5391  -0.33
C  -1.1327  0.5228  -1.6573  -0.51
C  -1.6292  0.6279  -0.3709  1.04
H  0.3926  -2.4883  -1.3495  0.48
H  -0.7765  -2.4725  0.7050  0.36
H  -0.0448  -0.7381  -3.0455  0.41
H  -1.9495  -0.3503  1.5137  0.40
H  -1.1198  1.4216  -2.2590  0.25
H  -3.4291  1.5995  -0.0087  0.34
H  -2.2769  2.6505  -0.7426  0.36
H  -2.1059  2.1643  1.0324  0.36

The multiplicity is 1. Its SMILES is Cc1ccccc1.CC. For the frontier orbital gap, the calculation gives 10.010 eV.

---

Arrangement 3

DFT (ωB97M-V/def2-TZVPD) results for a 2-piece molecular cluster, C9H14 overall.

Last column: Mulliken charge in e.
Atoms and positions in Å:
C  0.8216  -0.8427  -2.7430  -1.36
C  0.6574  2.0708  0.3965  -0.32
C  -0.4159  2.0013  -0.4997  -0.72
C  1.8044  1.3523  0.1687  -0.56
C  -0.2994  1.0680  -1.5293  -0.16
C  1.9174  0.4729  -0.9062  -0.35
C  0.8281  0.2895  -1.7432  0.72
H  0.5719  2.6864  1.2852  0.37
H  -1.3575  2.4320  -0.1977  0.40
H  2.6378  1.4406  0.8580  0.36
H  -1.1603  0.8888  -2.1699  0.32
H  2.7857  -0.1700  -0.8091  0.29
H  0.1955  -1.6823  -2.4257  0.28
H  1.8012  -1.2835  -2.9001  0.36
H  0.3699  -0.4512  -3.6555  0.35
C  -1.1286  -1.9558  1.8513  -0.76
C  -1.7100  -0.6664  2.3784  -0.54
H  -1.8126  -2.4316  1.1432  0.26
H  -0.2382  -1.8116  1.2359  0.22
H  -0.8787  -2.6576  2.6466  0.29
H  -1.3158  0.1632  1.7776  -0.05
H  -2.7841  -0.5996  2.5072  0.33
H  -1.2897  -0.3135  3.3310  0.27

The multiplicity is 1. Its SMILES is Cc1ccccc1.CC. For the frontier orbital gap, the calculation gives 10.102 eV.

---

Arrangement 4

DFT (ωB97M-V/def2-TZVPD) results for a 2-piece molecular cluster, C9H14 overall.

Last column: Mulliken charge in e.
Atoms and positions in Å:
C  -1.2945  0.9482  1.7752  -0.62
C  -1.5372  1.6310  3.1314  -0.93
H  -2.1517  0.3549  1.4515  0.30
H  -0.9565  1.6871  1.0594  0.21
H  -0.5592  0.1548  1.9174  0.22
H  -2.5989  1.8555  3.2816  0.27
H  -1.2930  0.9821  3.9807  0.28
H  -1.0302  2.5937  3.1833  0.28
C  1.8827  1.2240  -1.4210  -1.34
C  0.9140  -2.3325  -0.5422  -0.55
C  -0.2086  -2.5166  -1.3183  -0.46
C  1.5832  -1.1119  -0.5757  -0.36
C  1.1098  -0.0600  -1.3345  0.81
C  -0.7368  -1.4382  -2.0317  -0.51
C  -0.1374  -0.2020  -1.9634  -0.36
H  1.2804  -3.1553  0.0513  0.38
H  -0.8023  -3.4132  -1.2464  0.37
H  2.4226  -0.9518  0.0826  0.28
H  -1.5853  -1.6085  -2.6738  0.39
H  2.7834  1.1538  -0.8133  0.36
H  1.2861  2.0626  -1.0411  0.29
H  -0.5451  0.6314  -2.5201  0.39
H  2.1745  1.5108  -2.4329  0.32

The multiplicity is 1. Its SMILES is Cc1ccccc1.CC. For the frontier orbital gap, the calculation gives 10.012 eV.

---

Most stable: arrangement 4